[1]
{
  "formula": "C27H34BrGdN7O4SSe",
  "method": "ωB97M-V/def2-TZVPD",
  "orbital_gap_ha": [0.1434, 0.1801],
  "multiplicity": 8,
  "charge": 1,
  "de_lowest_kj_mol": 603.1,
  "species": ["C", "C", "Se", "C", "C", "H", "C", "H", "H", "C", "C", "O", "H", "C", "C", "C", "C", "H", "H", "C", "N", "H", "H", "H", "H", "H", "H", "C", "N", "N", "S", "C", "H", "C", "H", "H", "H", "H", "H", "H", "H", "H", "Gd", "H", "H", "H", "C", "H", "N", "H", "C", "C", "C", "C", "H", "N", "N", "H", "C", "H", "H", "Br", "H", "H", "C", "H", "C", "O", "N", "C", "C", "H", "C", "O", "O", "C"],
  "positions_angstrom": [[-3.25597, 1.31760, -3.41959], [1.22433, -3.07370, 1.01991], [-3.97197, -1.57130, 3.33281], [4.50893, -0.40900, -1.81859], [-3.28717, 2.67450, -3.16949], [-0.73217, -4.64770, 0.61471], [-0.95277, -2.83550, -1.95139], [4.81893, -1.44100, -1.89129], [3.37933, 3.26150, -1.54649], [5.46813, 0.59490, -1.70149], [2.75613, 1.21690, -1.71479], [2.18623, -0.21400, 0.86701], [0.85263, 3.98940, 0.97351], [3.69123, 2.23080, -1.61829], [5.03953, 1.91590, -1.61789], [-2.49907, -3.71610, -0.21709], [6.92183, 0.25490, -1.64199], [1.94623, 2.43700, 2.39531], [-1.75277, -2.78780, 2.51031], [-2.59007, 2.26310, -0.92199], [-2.23077, 1.63750, 2.18171], [7.16513, -0.53080, -2.35289], [-2.60037, -4.58970, -0.87999], [-3.01437, 4.21500, -1.71149], [-3.53227, 0.93610, -4.39229], [1.17753, -3.02770, -2.09829], [-1.74447, 3.62550, 2.27601], [1.85813, 2.11350, 1.35711], [0.73463, 2.89350, -0.76649], [0.67333, -2.35300, -0.13419], [1.00203, 1.55240, -1.68049], [-2.96437, 3.15540, -1.91659], [2.82433, 2.22050, 0.86361], [-1.60457, -4.10890, 0.97361], [-0.84327, -1.93830, -2.57159], [-2.86917, -0.60390, -2.67539], [0.42583, -4.22670, -1.04489], [-2.78747, -2.17600, -1.46929], [-1.24237, -3.67780, -2.59889], [0.37563, -3.90530, 2.83891], [-0.20287, 2.55130, 1.04611], [1.44523, -4.11280, 0.75361], [-1.07867, -0.38860, 0.47491], [-2.85147, 4.06690, 4.42041], [2.41383, -0.86280, -1.94219], [-2.17137, -4.79880, 1.61211], [-2.90347, 0.65110, 2.79111], [2.16093, -2.60860, 1.34281], [-2.93997, -0.58100, 2.26801], [1.04943, 3.72460, -1.23579], [-2.90157, 3.07600, 3.99871], [3.16363, -0.09750, -1.83529], [0.23133, -3.02210, 2.20101], [-3.59717, 2.08120, 4.64051], [1.32203, -1.59570, -0.34799], [-1.14767, -2.91840, 1.70201], [-4.25767, -0.26930, 4.44711], [0.42993, -2.12320, 2.79671], [-2.25617, 2.81520, 2.78031], [-4.11317, 2.23120, 5.57421], [7.17133, -0.11120, -0.64569], [-3.79497, 3.89100, -4.54759], [7.54143, 1.12320, -1.84929], [-3.48937, -3.45560, 0.17171], [-3.63017, 0.82070, 4.01881], [-2.36927, 2.69500, 0.04751], [0.75813, 2.93990, 0.68741], [0.55593, 1.86150, -2.99929], [-1.99197, -2.54440, -0.94809], [0.41453, -3.16850, -1.32049], [-2.52287, 0.87200, -1.11399], [5.76923, 2.70870, -1.54269], [1.44723, 0.63250, 1.37671], [0.33813, 0.36620, 1.93461], [0.32703, 0.42990, -1.03299], [-2.87417, 0.44850, -2.40649]],
  "forces_ev_per_angstrom": [[0.213, 0.180, 0.128], [-0.150, -0.083, 0.559], [-0.318, -1.411, -0.330], [-0.128, 0.121, -0.089], [-0.199, 0.438, -0.373], [0.003, -0.122, 0.026], [0.315, -0.110, 0.031], [0.032, -0.089, -0.033], [0.016, 0.139, 0.055], [-0.148, 0.034, 0.009], [-0.482, -0.137, 0.172], [-0.072, 0.371, 0.408], [-0.139, -0.101, -0.125], [-0.135, 0.177, -0.043], [-0.103, -0.032, -0.020], [0.151, -0.155, 0.497], [0.048, -0.038, 0.045], [-0.014, 0.012, 0.011], [0.108, 0.119, -0.111], [0.224, -0.571, 1.839], [-0.111, -0.901, -0.559], [0.061, -0.046, -0.046], [-0.101, 0.183, 0.069], [0.085, -0.021, 0.135], [0.095, -0.123, 0.038], [-0.054, -0.093, 0.172], [0.108, 0.090, 0.001], [-0.282, -0.317, 0.033], [0.201, -0.831, -0.670], [0.537, 0.761, -0.351], [0.693, 1.517, -0.844], [0.159, -0.281, -0.359], [-0.089, 0.001, 0.114], [-0.116, 0.293, -0.358], [-0.068, -0.102, -0.002], [-0.051, 0.055, 0.027], [0.101, 0.167, -0.047], [0.116, -0.139, 0.145], [-0.003, 0.223, -0.004], [0.023, 0.138, -0.010], [0.111, 0.326, 0.127], [-0.036, 0.148, -0.059], [-1.369, -2.805, 2.758], [0.037, 0.121, -0.019], [-0.009, -0.263, 0.014], [0.156, 0.090, -0.049], [-0.075, 0.272, 0.076], [-0.181, -0.092, -0.142], [1.074, 0.508, -1.766], [-0.023, 0.131, -0.318], [0.278, 0.163, -0.504], [-0.011, -0.114, -0.096], [0.166, -0.029, -0.048], [-0.110, -0.442, -0.096], [0.077, -0.308, 0.087], [-0.123, 0.110, 0.467], [-0.576, 0.710, 1.413], [-0.071, -0.200, -0.044], [-0.089, 0.927, 0.641], [-0.047, 0.056, 0.114], [0.068, -0.018, 0.033], [0.120, -0.400, 0.424], [0.052, 0.020, -0.012], [0.095, -0.015, -0.139], [0.143, -0.032, -0.064], [-0.098, -0.129, 0.042], [0.000, -0.381, 0.693], [0.032, 0.005, -0.033], [-0.308, 0.380, -0.429], [-0.543, -0.019, -0.231], [-1.561, 3.194, -3.457], [0.042, 0.070, -0.001], [2.520, 0.073, -0.130], [-1.023, -0.134, 0.298], [0.674, 0.466, -0.577], [0.079, -1.707, 0.891]]
}

***

[2]
{
  "formula": "C7H13N4O2",
  "method": "ωB97M-V/def2-TZVPD",
  "smiles": "CC(=O)OCCCCn1cnn[nH+]1",
  "orbital_gap_ha": 0.2913,
  "multiplicity": 1,
  "charge": 1,
  "de_lowest_kj_mol": 815.9,
  "species": ["O", "C", "N", "H", "C", "H", "N", "H", "H", "H", "C", "H", "H", "H", "C", "N", "H", "N", "H", "H", "H", "O", "C", "C", "H", "C"],
  "positions_angstrom": [[2.77555, -0.27855, -1.90437], [2.57991, 0.37236, -0.74312], [-1.77315, -1.76583, -1.19956], [2.70596, 0.24815, 1.63267], [-0.24273, -2.02011, 0.39755], [-3.38176, -0.34252, 0.72004], [-1.49746, -1.24353, 0.05537], [0.32551, 1.21749, 1.38734], [-2.45162, 2.06531, 1.12629], [-0.23892, 2.90449, 0.75728], [2.97757, -0.38954, 0.67550], [0.32362, -1.86287, 1.43543], [-2.20031, 1.52826, -0.68984], [-1.98128, -0.35338, 2.05015], [0.55672, 1.59494, -0.93188], [-0.85688, -2.70776, -1.68089], [0.34462, 0.50621, -1.32043], [0.16459, -2.95127, -0.75359], [4.14434, -0.61796, 0.59567], [2.45734, -1.43570, 0.79714], [-2.61180, -1.48373, -1.77906], [2.01525, 1.75073, -0.73094], [-2.21201, -0.19440, 0.89474], [-0.26549, 1.73603, 0.51677], [0.19048, 2.39556, -1.71610], [-1.84804, 1.32761, 0.40782]],
  "forces_ev_per_angstrom": [[-1.500, 4.493, 7.658], [0.942, -3.121, -5.062], [1.509, -0.803, 0.155], [0.792, -1.126, -2.156], [-1.567, 0.264, -2.249], [2.599, 0.064, 0.462], [5.263, -4.612, -0.240], [-1.232, 0.753, -1.718], [1.168, -1.833, -1.617], [-0.052, -2.610, -0.336], [0.361, 0.499, -0.125], [-1.491, -0.429, -2.660], [0.488, -0.540, 2.054], [-0.226, 0.037, -2.771], [-1.162, -0.695, 0.497], [0.301, 1.735, 3.639], [0.378, 2.178, 0.306], [-5.708, 5.244, 1.926], [-2.614, 0.659, 0.305], [0.969, 2.096, -0.745], [1.332, -0.443, 0.853], [-0.487, -3.741, 0.094], [-1.734, 1.432, 0.020], [0.430, 1.640, -0.493], [0.802, -1.662, 1.697], [0.440, 0.521, 0.507]]
}